Run A
This record from OMol25 describes an isolated molecule of ClH2NO2Si. The level of theory is the ωB97M-V functional and the def2-TZVPD basis.

* orbital gap: 0.3863 Ha
* E_HOMO: -11.2 eV
* LUMO: -0.025 Ha

```
! RIJCOSX wB97M-V def2-TZVPD def2/J DEFGRID3
* xyz 0 1
O -0.16892 1.96144 0.51358
N 0.11688 1.04600 -0.25872
O 0.58271 1.21094 -1.38045
Si -0.00750 -0.69339 0.32267
Cl -1.49669 -1.54385 -0.91662
H 1.07761 -1.57002 -0.05506
H -0.10407 -0.41111 1.77460
*
```

natural (NBO) atomic charge list, values in e, 4 entries: -0.371, 0.215, -0.370, 1.181

Run B
This record from OMol25 describes an isolated molecule of ClH2NO2Si. The level of theory is the ωB97M-V functional and the def2-TZVPD basis.

* orbital gap: 0.3738 Ha
* E_HOMO: -11.2 eV
* LUMO: -0.037 Ha

```
! RIJCOSX wB97M-V def2-TZVPD def2/J DEFGRID3
* xyz 0 1
O -2.85043 -0.02883 -1.63388
N -1.78009 0.06588 -1.08940
O -0.81274 0.66235 -1.57151
Si -1.27385 -0.75752 0.49166
Cl -0.99578 1.20338 1.83451
H -2.34701 -1.48686 1.14843
H -0.04225 -1.33985 -0.15301
*
```

natural (NBO) atomic charge list, values in e, 4 entries: -0.352, 0.224, -0.391, 1.191

Preferred: run A; penalty for the next structure: 70.4 kJ/mol.

Run A
This record from OMol25 describes a cluster of 2 separate species, CH4O3 in total. The level of theory is the ωB97M-V functional and the def2-TZVPD basis.

* orbital gap: 0.4427 Ha
* E_HOMO: -11.3 eV
* LUMO: 0.028 Ha

```
! RIJCOSX wB97M-V def2-TZVPD def2/J DEFGRID3
* xyz 0 1
H -2.17783 -0.45878 0.10418
H -2.28886 -0.09025 0.68172
O 1.12025 -0.26386 1.13252
C 0.52205 -0.59308 0.15659
O 0.34605 0.10152 -0.91448
O 0.82840 1.42280 -0.88665
H 0.06921 -1.48681 -0.06821
H 1.58073 1.36846 -0.20567
*
```

natural (NBO) atomic charge list, values in e, 4 entries: -0.013, 0.013, -0.590, 0.622

Run B
This record from OMol25 describes a cluster of 2 separate species, CH4O3 in total. The level of theory is the ωB97M-V functional and the def2-TZVPD basis.

* orbital gap: 0.4153 Ha
* E_HOMO: -11.0 eV
* LUMO: 0.012 Ha

```
! RIJCOSX wB97M-V def2-TZVPD def2/J DEFGRID3
* xyz 0 1
O 0.37505 -0.32685 -2.20123
C 0.79758 0.10890 -1.13580
O 0.00000 0.00000 0.00000
H 1.80169 0.54505 -0.96493
H 0.56181 0.26298 0.77925
O 0.79004 -1.96071 -5.09587
H 0.74684 -1.05273 -4.71909
H 0.75236 -2.55604 -4.31330
*
```

natural (NBO) atomic charge list, values in e, 4 entries: -0.561, 0.634, -0.674, 0.118

Preferred: run B; penalty for the next structure: 353.9 kJ/mol.

Run A
This record from OMol25 describes a cluster of 2 separate species, CH4O3 in total. The level of theory is the ωB97M-V functional and the def2-TZVPD basis.

* orbital gap: 0.4177 Ha
* E_HOMO: -11.0 eV
* LUMO: 0.013 Ha

```
! RIJCOSX wB97M-V def2-TZVPD def2/J DEFGRID3
* xyz 0 1
O 0.73872 -1.35425 -1.66145
C -0.16148 -2.13756 -1.28989
O -1.44353 -1.76460 -0.99956
H 0.07203 -3.19217 -1.04307
H -1.80924 -2.63973 -0.69551
O 1.16886 3.93554 2.01043
H 0.24578 3.92574 2.35115
H 1.18886 3.22702 1.32791
*
```

natural (NBO) atomic charge list, values in e, 4 entries: -0.553, 0.620, -0.652, 0.102

Run B
This record from OMol25 describes a structure of composition CH4O3. The level of theory is the ωB97M-V functional and the def2-TZVPD basis.

* orbital gap: 0.3593 Ha
* E_HOMO: -9.1 eV
* LUMO: 0.026 Ha

```
! RIJCOSX wB97M-V def2-TZVPD def2/J DEFGRID3
* xyz 0 1
C 0.09995 0.35589 0.57863
O 0.19359 0.01403 -1.48603
O 0.08538 -1.17189 -0.54460
O -1.18887 0.39497 0.88657
H 1.05493 -0.18356 -1.88309
H -1.49514 -0.52903 0.91888
H 0.77687 -0.22788 1.18813
H 0.47329 1.34747 0.34152
*
```

natural (NBO) atomic charge list, values in e, 4 entries: 0.330, -0.526, -0.470, -0.651

Run C
This record from OMol25 describes a cluster of 2 separate species, CH4O3 in total. The level of theory is the ωB97M-V functional and the def2-TZVPD basis.

* orbital gap: 0.4253 Ha
* E_HOMO: -11.2 eV
* LUMO: 0.013 Ha

```
! RIJCOSX wB97M-V def2-TZVPD def2/J DEFGRID3
* xyz 0 1
O -0.59208 -1.94726 1.90139
C -1.21647 -0.94249 1.86286
O -0.82390 0.36252 2.06974
H -2.29358 -0.94250 1.61468
H 0.07172 0.35662 1.68588
O 1.96541 1.13895 -2.88698
H 1.18109 0.88791 -2.42191
H 1.70781 1.08625 -3.82566
*
```

natural (NBO) atomic charge list, values in e, 4 entries: -0.542, 0.649, -0.694, 0.098

Preferred: run C; penalty for the next structure: 14.3 kJ/mol.

Run A
This record from OMol25 describes a cluster of 2 separate species, C6H12O in total. The level of theory is the ωB97M-V functional and the def2-TZVPD basis.

* orbital gap (alpha / beta): 0.3420 / 0.2544 Ha
* ⟨S²⟩: 0.79
* E_HOMO (alpha / beta): -14.5 / -14.6 eV
* LUMO (alpha / beta): -0.189 / -0.281 Ha

```
! RIJCOSX wB97M-V def2-TZVPD def2/J DEFGRID3
* xyz 1 2
C 0.49290 0.21281 -2.41521
C 1.39898 0.45438 -1.05025
C -0.16258 -2.16660 2.42027
C -0.04619 -0.77644 2.28162
C 0.49481 0.00073 1.18844
C 0.90420 -0.48151 -0.03267
H -0.00159 -0.71794 -2.24585
H 1.02367 0.43874 -3.19481
H -0.28913 0.86005 -2.59879
H 1.48476 1.50313 -0.73059
H 2.47947 0.05600 -1.24673
H -0.54880 -2.62804 3.26885
H 0.01288 -2.86525 1.56076
H -0.40807 -0.09922 3.18743
H 0.31576 1.15658 1.37416
H 1.09618 -1.53064 -0.17711
H -3.45772 1.84605 -0.76309
H -2.16502 2.76404 -0.55524
O -2.62450 1.97312 -0.27120
*
```

natural (NBO) atomic charge list, values in e, 4 entries: -0.554, -0.482, -0.105, -0.161

Run B
This record from OMol25 describes the ion C6H12O with charge +1. The level of theory is the ωB97M-V functional and the def2-TZVPD basis.

* orbital gap (alpha / beta): 0.3318 / 0.1950 Ha
* ⟨S²⟩: 0.75
* E_HOMO (alpha / beta): -14.0 / -14.0 eV
* LUMO (alpha / beta): -0.183 / -0.320 Ha

```
! RIJCOSX wB97M-V def2-TZVPD def2/J DEFGRID3
* xyz 1 2
C 2.06834 -0.07386 -1.46003
O 1.75811 1.00272 -2.34129
C 0.95929 -0.54821 -0.50755
C 0.37844 0.54635 0.42790
C -1.09302 0.27610 0.80728
C -2.18673 0.98053 0.36422
C -1.25856 -0.98099 1.63666
H 2.88624 0.27696 -0.81267
H 2.27842 -1.01046 -2.04404
H 0.79786 1.07196 -2.37456
H 0.06005 -0.85229 -1.11978
H 1.34046 -1.31913 0.16247
H 0.99149 0.52219 1.36520
H 0.29817 1.55757 0.05510
H -2.21480 1.98928 -0.02111
H -3.13644 0.43329 0.42159
H -1.78680 -0.82888 2.57143
H -0.24728 -1.34712 1.78037
H -1.89323 -1.69600 1.08879
*
```

natural (NBO) atomic charge list, values in e, 4 entries: -0.062, -0.684, -0.406, -0.488

Preferred: run B; penalty for the next structure: 45.3 kJ/mol.

Run A
This record from OMol25 describes a cluster of 2 separate species, CH8N5O in total. The level of theory is the ωB97M-V functional and the def2-TZVPD basis.

* orbital gap: 0.3295 Ha
* E_HOMO: -13.9 eV
* LUMO: -0.180 Ha

```
! RIJCOSX wB97M-V def2-TZVPD def2/J DEFGRID3
* xyz 1 1
C 1.72995 -0.35043 0.17576
N 2.23361 -0.00550 1.27300
N 2.32401 -0.41499 -1.04302
N -0.00056 1.52976 -0.10915
N 0.32427 -0.69009 0.09736
N -0.36619 0.30815 0.20594
O -2.71562 -0.77180 0.16227
H 1.99980 -0.22709 2.15902
H 3.27665 -0.35783 -1.00497
H 1.94710 -0.89570 -1.82157
H 1.06373 1.66379 -0.14991
H -0.62486 2.38929 -0.00955
H -1.37318 0.32603 0.23254
H -3.13620 -1.13869 -0.62035
H -2.94930 -1.43670 0.80984
*
```

natural (NBO) atomic charge list, values in e, 4 entries: 0.506, -0.709, -0.787, -0.583

Run B
This record from OMol25 describes a cluster of 2 separate species, CH8N5O in total. The level of theory is the ωB97M-V functional and the def2-TZVPD basis.

* orbital gap: 0.3312 Ha
* E_HOMO: -12.2 eV
* LUMO: -0.118 Ha

```
! RIJCOSX wB97M-V def2-TZVPD def2/J DEFGRID3
* xyz 1 1
C 1.35195 -0.55527 0.22802
N 2.51613 -1.08185 -0.19431
N 1.13133 0.72877 0.13516
N -1.43388 1.53961 -0.10809
N -2.14952 -0.45806 0.20402
N -2.41213 0.75380 -0.06919
O -3.19305 -1.34740 -0.10782
H 3.09177 -0.49262 -0.86252
H 1.83008 1.13510 -0.35036
H 0.21771 1.18922 0.10682
H -1.47097 2.49267 -0.38168
H 0.55948 -1.18447 0.76202
H 2.53933 -2.10703 -0.17687
H -3.48092 1.05439 -0.27766
H -2.96429 -2.27753 0.19610
*
```

natural (NBO) atomic charge list, values in e, 4 entries: 0.397, -0.746, -0.690, -0.620

Run C
This record from OMol25 describes a cluster of 2 separate species, CH8N5O in total. The level of theory is the ωB97M-V functional and the def2-TZVPD basis.

* orbital gap: 0.3654 Ha
* E_HOMO: -14.2 eV
* LUMO: -0.155 Ha

```
! RIJCOSX wB97M-V def2-TZVPD def2/J DEFGRID3
* xyz 1 1
C -0.46801 -0.62973 0.61052
N -1.35770 -0.05564 -0.26633
N -0.95269 -1.43234 1.61883
N 0.92052 1.55283 -1.40823
N 0.82266 -0.36165 0.58552
N -0.03002 1.25030 -2.05948
O 1.80019 -0.93363 1.34470
H -2.30606 -0.28043 -0.03684
H -1.95209 -1.54766 1.57365
H -0.32571 -2.20706 1.95542
H 1.43921 2.31328 -1.74810
H 1.33652 0.24074 -0.13927
H -1.02981 0.60789 -1.04519
H -0.08683 1.67914 -2.96795
H 2.18983 -0.19604 1.98274
*
```

natural (NBO) atomic charge list, values in e, 4 entries: 0.641, -0.794, -0.787, -0.266

Preferred: run C; penalty for the next structure: 13.0 kJ/mol.

Run A
This record from OMol25 describes a cluster of 3 separate species, C3H12O2S2 in total. The level of theory is the ωB97M-V functional and the def2-TZVPD basis.

* orbital gap: 0.3497 Ha
* E_HOMO: -9.0 eV
* LUMO: 0.018 Ha

```
! RIJCOSX wB97M-V def2-TZVPD def2/J DEFGRID3
* xyz 0 1
C 0.35907 2.67511 -0.19863
C 1.14834 1.43975 0.26054
C 2.45950 1.32160 -0.47075
S 3.30382 -0.29024 -0.28503
S 1.97398 -1.63827 -1.03610
H 0.97762 3.56616 -0.25248
H -0.48738 2.84701 0.47037
H -0.06068 2.50507 -1.19287
H 1.28077 1.45982 1.33407
H 0.55742 0.57372 -0.04576
H 2.35786 1.54122 -1.52008
H 3.23885 1.97787 -0.06051
H 2.23266 -1.53988 -2.34640
O 0.20858 -4.21406 2.64223
H -0.62974 -3.81240 2.38061
H 0.43333 -4.85192 1.95807
O -6.24723 -1.49154 -0.67582
H -7.19407 -1.45495 -0.49328
H -5.91271 -0.61410 -0.46819
*
```

natural (NBO) atomic charge list, values in e, 4 entries: -0.602, -0.423, -0.514, 0.095

Run B
This record from OMol25 describes a cluster of 3 separate species, C3H12O2S2 in total. The level of theory is the ωB97M-V functional and the def2-TZVPD basis.

* orbital gap: 0.3425 Ha
* E_HOMO: -8.5 eV
* LUMO: 0.029 Ha

```
! RIJCOSX wB97M-V def2-TZVPD def2/J DEFGRID3
* xyz 0 1
C -0.69747 0.97882 1.43324
C 0.14358 1.50632 0.27397
C 1.06596 0.47302 -0.29941
S 0.10415 -1.03537 -0.73931
S 0.97454 -2.73769 -0.70036
H -0.08333 0.29726 2.07817
H -1.20991 1.76667 1.99917
H -1.46706 0.29963 1.08159
H 0.68504 2.39476 0.58663
H -0.47655 2.01039 -0.48463
H 1.90125 0.07369 0.30938
H 1.47662 0.79228 -1.29158
H 1.59792 -2.75389 -1.92056
O -0.26610 -0.78941 -6.00506
H 0.31513 -1.23139 -6.62583
H -0.79111 -0.14758 -6.48604
O -1.36423 -0.80155 5.31384
H -0.50738 -1.11033 5.64239
H -1.40104 0.01438 5.83439
*
```

natural (NBO) atomic charge list, values in e, 4 entries: -0.616, -0.436, -0.521, 0.044

Preferred: run A; penalty for the next structure: 70.3 kJ/mol.